[1]
C38H30BClF9N10O7SY as an isolated structure at a distorted geometry, computed with the ωB97M-V functional and the def2-TZVPD basis.

Output
spin multiplicity: 2
energy relative to the best compared isomer or geometry (same formula, charge and spin): 8.74 kcal per mole
HOMO energy (alpha / beta): -5.716 / -5.449 eV
net charge: -1
HOMO-LUMO gap (alpha / beta): 0.289 / 0.249 Ha
LUMO (alpha / beta): 2.14 / 1.34 eV
expectation value of S²: 0.75

Element x y z (Å)
Y: 0.122 -0.071 0.440
C: -2.999 -0.637 2.497
C: -2.378 -1.852 1.898
C: -2.872 -3.161 1.971
C: -1.992 -3.916 1.237
N: -1.015 -3.112 0.782
N: -1.255 -1.828 1.178
B: 0.065 -3.431 -0.289
N: 1.491 -2.969 0.154
C: 2.616 -3.703 0.073
C: 3.694 -2.888 0.329
C: 3.142 -1.623 0.563
C: 3.878 -0.350 0.844
N: 1.815 -1.682 0.453
N: -0.335 -2.668 -1.583
C: -0.922 -3.087 -2.718
C: -1.206 -1.985 -3.492
C: -0.774 -0.888 -2.736
C: -0.829 0.558 -3.111
N: -0.252 -1.303 -1.586
N: 0.161 -4.951 -0.449
C: 0.364 -5.805 0.582
C: 0.583 -7.053 0.056
C: 0.499 -6.867 -1.342
C: 0.656 -7.887 -2.428
N: 0.255 -5.602 -1.639
H: -3.211 -0.810 3.552
H: -2.353 0.234 2.426
H: -3.941 -0.419 1.995
H: -3.766 -3.494 2.474
H: -2.005 -4.968 1.003
H: 2.585 -4.751 -0.183
H: 4.739 -3.161 0.339
H: 4.421 -0.416 1.786
H: 4.605 -0.167 0.047
H: 3.209 0.506 0.896
H: -1.072 -4.138 -2.897
H: -1.677 -1.966 -4.463
H: -0.284 0.728 -4.042
H: -1.866 0.865 -3.259
H: -0.404 1.196 -2.343
H: 0.368 -5.454 1.605
H: 0.770 -7.971 0.593
H: 0.916 -8.856 -2.004
H: -0.266 -8.001 -3.001
H: 1.444 -7.595 -3.126
O: 3.493 4.558 -2.680
C: 4.138 3.536 -3.208
O: 5.058 3.685 -3.976
C: 3.705 2.168 -2.778
C: 4.241 0.995 -3.266
Cl: 5.444 0.740 -4.443
N: 3.615 -0.042 -2.654
N: 2.654 0.398 -1.824
C: 2.695 1.710 -1.882
C: 1.778 2.466 -0.954
O: 1.688 3.688 -1.082
O: 1.178 1.770 -0.074
C: 3.858 -1.456 -2.754
C: 2.775 -2.304 -2.914
C: 2.981 -3.675 -2.941
C: 4.265 -4.190 -2.826
C: 5.344 -3.329 -2.672
C: 5.144 -1.956 -2.622
H: 2.779 4.247 -2.052
H: 1.780 -1.886 -2.998
H: 2.128 -4.337 -3.025
H: 4.425 -5.261 -2.845
H: 6.346 -3.724 -2.567
H: 5.978 -1.285 -2.458
O: -3.357 -0.303 -0.929
C: -2.941 0.691 -0.362
O: -1.667 0.967 -0.197
C: -3.866 1.709 0.225
C: -5.236 1.548 0.043
C: -6.138 2.416 0.627
C: -5.656 3.459 1.416
C: -4.298 3.636 1.606
C: -3.372 2.768 1.005
S: -1.665 3.027 1.239
H: -5.567 0.711 -0.561
H: -7.204 2.289 0.476
H: -6.352 4.141 1.891
H: -3.933 4.450 2.222
F: -0.144 1.255 6.008
C: -0.235 1.479 4.684
F: -1.523 1.410 4.360
F: 0.167 2.737 4.458
C: 0.616 0.476 3.827
O: 0.229 0.554 2.547
C: 0.440 -0.966 4.428
F: 0.851 -1.899 3.568
F: -0.855 -1.210 4.691
F: 1.125 -1.139 5.573
C: 2.125 0.888 3.984
F: 2.935 -0.143 3.674
F: 2.424 1.887 3.156
F: 2.439 1.276 5.230

[2]
C38H31AsN2O3PPt as an isolated structure, computed with the ωB97M-V functional and the def2-TZVPD basis.

Output
spin multiplicity: 5
energy relative to the best compared isomer or geometry (same formula, charge and spin): 0.00 kcal per mole
HOMO energy (alpha / beta): -16.415 / -16.607 eV
net charge: +3
HOMO-LUMO gap (alpha / beta): 0.295 / 0.186 Ha
LUMO (alpha / beta): -8.40 / -11.54 eV
expectation value of S²: 6.05

Element x y z (Å)
Pt: -0.074 1.654 0.045
O: 1.570 5.223 -1.551
C: 1.338 4.183 -0.870
O: 0.234 3.816 -0.473
C: 2.655 3.459 -0.603
P: 2.251 1.802 0.156
C: 3.168 0.567 -0.750
C: 3.578 -0.591 -0.080
C: 4.241 -1.588 -0.774
C: 4.489 -1.443 -2.133
C: 4.065 -0.304 -2.808
C: 3.398 0.697 -2.124
C: 2.818 1.904 1.848
C: 4.184 1.829 2.141
C: 4.612 2.010 3.444
C: 3.688 2.265 4.452
C: 2.331 2.344 4.164
C: 1.895 2.166 2.861
H: 3.223 4.050 0.120
H: 3.253 3.382 -1.510
H: 3.404 -0.698 0.983
H: 4.581 -2.472 -0.254
H: 5.026 -2.215 -2.667
H: 4.269 -0.191 -3.864
H: 3.073 1.576 -2.667
H: 4.909 1.633 1.361
H: 5.667 1.956 3.676
H: 4.030 2.410 5.468
H: 1.620 2.552 4.950
H: 0.832 2.246 2.636
C: -4.803 1.227 4.473
C: -4.054 0.058 4.532
C: -3.169 -0.254 3.510
C: -3.047 0.626 2.438
C: -3.784 1.808 2.377
C: -4.672 2.099 3.401
As: -1.901 0.221 0.965
C: -2.962 -0.704 -0.367
C: -4.033 -0.231 -1.075
C: -4.689 -1.096 -1.968
C: -4.255 -2.410 -2.162
C: -3.174 -2.892 -1.461
C: -2.516 -2.052 -0.528
C: -1.455 -2.456 0.331
C: -0.846 -3.735 0.327
C: 0.127 -4.026 1.254
C: 0.521 -3.059 2.184
C: -0.038 -1.771 2.185
C: -1.017 -1.475 1.273
H: -5.493 1.461 5.273
H: -4.162 -0.614 5.371
H: -2.598 -1.173 3.555
H: -3.667 2.503 1.552
H: -5.254 3.009 3.365
H: -4.400 0.780 -0.952
H: -5.551 -0.734 -2.513
H: -4.782 -3.049 -2.857
H: -2.839 -3.909 -1.605
H: -1.142 -4.476 -0.401
H: 0.587 -5.003 1.271
H: 1.278 -3.307 2.916
H: 0.303 -1.040 2.910
N: 0.148 -2.930 -4.667
C: -0.209 -2.385 -3.499
O: -0.418 -3.019 -2.477
C: -0.374 -0.884 -3.452
C: -0.871 -0.084 -4.472
C: -1.096 1.265 -4.224
C: -0.829 1.773 -2.967
N: -0.331 0.998 -1.992
C: -0.104 -0.294 -2.228
H: 0.226 -3.934 -4.731
H: 0.361 -2.384 -5.484
H: -1.115 -0.500 -5.441
H: -1.496 1.915 -4.989
H: -1.018 2.809 -2.717
H: 0.281 -0.894 -1.411

[3]
C38H31BrN2O3W as an isolated structure at a distorted geometry, computed with the ωB97M-V functional and the def2-TZVPD basis.

Output
HOMO energy: -18.368 eV
net charge: +4
HOMO-LUMO gap: 0.156 Ha
LUMO: -14.12 eV

Element x y z (Å)
W: -0.217 -0.517 0.357
O: 1.576 -0.536 0.404
C: 2.684 0.197 -0.304
C: 2.404 1.578 0.312
C: 1.126 2.209 -0.185
C: 1.215 3.536 -0.555
C: 0.172 4.163 -1.205
C: -0.937 3.401 -1.536
C: -1.043 2.087 -1.138
C: -2.256 1.358 -1.692
C: -2.981 0.402 -0.782
O: -1.501 -0.833 -0.753
C: -4.144 -0.272 -1.188
C: -4.482 -0.388 -2.566
C: -5.633 -1.031 -2.942
C: -6.468 -1.587 -1.964
C: -6.154 -1.499 -0.604
C: -5.008 -0.854 -0.217
C: -2.874 0.885 0.645
C: -3.398 2.122 0.929
C: -3.219 2.671 2.207
C: -2.502 2.001 3.204
C: -1.991 0.758 2.937
C: -2.102 0.171 1.633
N: -0.049 1.494 -0.374
C: 4.016 -0.393 0.033
C: 4.423 -1.543 -0.644
C: 5.648 -2.119 -0.361
C: 6.483 -1.544 0.592
C: 6.086 -0.401 1.268
C: 4.855 0.173 0.996
C: 2.333 0.128 -1.773
C: 1.257 -0.628 -2.235
C: 0.852 -0.568 -3.570
C: 1.553 0.230 -4.455
C: 2.657 0.955 -4.007
C: 3.049 0.904 -2.676
H: 3.219 2.255 0.063
H: 2.403 1.469 1.399
H: 2.137 4.067 -0.359
H: 0.239 5.204 -1.494
H: -1.734 3.834 -2.125
H: -1.948 0.846 -2.609
H: -2.981 2.116 -1.990
H: -3.847 0.038 -3.331
H: -5.902 -1.106 -3.987
H: -7.378 -2.091 -2.268
H: -6.820 -1.928 0.133
H: -4.783 -0.766 0.839
H: -3.974 2.667 0.192
H: -3.670 3.631 2.433
H: -2.418 2.435 4.192
H: -1.563 0.178 3.743
H: -2.270 -0.914 1.639
H: 3.794 -1.982 -1.410
H: 5.964 -3.005 -0.895
H: 7.449 -1.984 0.799
H: 6.741 0.051 1.999
H: 4.582 1.074 1.531
H: 0.849 -1.463 -1.657
H: 0.041 -1.194 -3.921
H: 1.275 0.261 -5.500
H: 3.219 1.562 -4.704
H: 3.913 1.469 -2.346
O: 1.236 -4.309 5.069
C: 0.903 -3.415 4.188
C: 0.931 -2.017 4.398
C: 0.533 -1.181 3.395
N: 0.088 -1.640 2.194
C: 0.154 -2.973 1.996
Br: -0.249 -3.376 0.192
C: 0.523 -3.897 2.914
H: 1.510 -3.960 5.934
H: 1.270 -1.601 5.338
H: 0.575 -0.108 3.527
H: 0.558 -4.957 2.695

[4]
C38H31Cl2FN5O8S6SbZr as an isolated structure at a distorted geometry, computed with the ωB97M-V functional and the def2-TZVPD basis.

Output
energy relative to the best compared isomer or geometry (same formula, charge and spin): 72.28 kcal per mole
HOMO energy: -1.850 eV
net charge: -2
HOMO-LUMO gap: 0.190 Ha
LUMO: 3.32 eV

Element x y z (Å)
Zr: -1.092 -0.376 -0.781
C: 2.079 4.983 3.083
C: 3.159 3.919 2.875
C: 4.416 4.581 2.316
C: 5.369 3.555 1.714
C: 4.650 2.859 0.594
C: 5.264 2.527 -0.595
C: 4.547 1.845 -1.571
F: 5.182 1.536 -2.721
C: 3.248 1.462 -1.387
C: 2.608 1.808 -0.191
C: 1.241 1.361 0.050
O: 0.562 0.915 -0.892
C: 0.781 1.500 1.402
C: 1.494 2.253 2.273
N: 2.664 2.867 1.971
C: 3.301 2.533 0.788
C: -0.462 0.828 1.957
O: -0.587 0.790 3.176
O: -1.285 0.344 1.111
H: 2.475 5.803 3.684
H: 1.205 4.582 3.595
H: 1.759 5.371 2.116
H: 3.391 3.445 3.835
H: 4.890 5.151 3.117
H: 4.124 5.286 1.533
H: 5.658 2.828 2.480
H: 6.276 4.032 1.342
H: 6.306 2.769 -0.759
H: 2.707 0.889 -2.129
H: 1.114 2.382 3.277
N: 3.232 3.042 -6.296
C: 2.475 2.105 -5.601
C: 2.510 0.758 -5.971
C: 1.715 -0.164 -5.319
C: 0.898 0.243 -4.276
C: 0.832 1.583 -3.914
C: 1.626 2.504 -4.568
S: -0.187 -0.947 -3.539
O: 0.275 -1.306 -2.180
O: -0.284 -2.045 -4.459
N: -1.484 -0.045 -3.321
C: -2.583 -0.698 -2.867
N: -3.739 0.006 -2.867
C: -4.614 -0.454 -1.815
C: -4.786 -1.928 -1.963
C: -3.656 -2.605 -2.193
N: -2.451 -1.945 -2.429
H: 4.029 2.688 -6.793
H: 3.373 3.923 -5.836
H: 3.142 0.447 -6.795
H: 1.707 -1.207 -5.608
H: 0.143 1.915 -3.146
H: 1.560 3.553 -4.302
H: -5.533 0.125 -1.838
H: -5.742 -2.391 -1.763
H: -3.593 -3.688 -2.216
S: -2.488 2.793 -4.924
Sb: -3.287 2.102 -2.906
S: -1.678 2.262 -1.174
S: -3.793 -0.082 -0.154
S: -5.337 2.987 -2.465
O: -1.685 -2.123 0.235
S: -3.091 -2.501 0.661
C: -3.263 -1.927 2.377
C: -4.414 -1.268 2.778
C: -4.534 -0.849 4.094
C: -3.501 -1.076 4.993
C: -2.348 -1.729 4.583
C: -2.233 -2.163 3.274
C: -2.713 -4.218 1.230
C: -1.465 -4.787 1.019
C: -1.221 -6.084 1.452
C: -2.222 -6.810 2.080
C: -3.483 -6.249 2.254
C: -3.730 -4.958 1.818
H: -5.191 -1.068 2.053
H: -5.422 -0.318 4.412
H: -3.591 -0.734 6.017
H: -1.532 -1.887 5.277
H: -1.351 -2.699 2.944
H: -0.684 -4.213 0.538
H: -0.241 -6.520 1.301
H: -2.030 -7.817 2.432
H: -4.270 -6.823 2.730
H: -4.708 -4.505 1.947
Cl: 2.915 -1.116 2.724
C: 1.372 -1.996 2.548
Cl: 1.386 -3.460 3.532
C: 1.157 -2.281 1.005
O: 1.416 -3.395 0.585
O: 0.756 -1.239 0.414
H: 0.596 -1.342 2.932